# 1
{"formula": "C4H9NO", "method": "the ωB97M-V functional and the def2-TZVPD basis", "spin_multiplicity": 1, "total_charge": 0, "smiles": "OCCN1CC1", "symbols": ["O", "C", "C", "N", "C", "C", "H", "H", "H", "H", "H", "H", "H", "H", "H"], "positions_angstrom": [[-1.5866, -1.3353, -0.0855], [-0.9653, -0.4419, 0.8772], [-0.4729, 0.9787, 0.4813], [0.5988, 1.0219, -0.5124], [1.7378, 0.1626, -0.2237], [0.7093, -0.2674, -1.2054], [-2.2209, -0.9027, -0.6764], [-0.0861, -1.0028, 1.2273], [-1.6704, -0.3452, 1.6975], [-1.2916, 1.5954, 0.0915], [-0.1384, 1.5015, 1.3996], [2.6915, 0.5191, -0.6104], [1.8157, -0.2738, 0.7739], [-0.0605, -1.0109, -0.9750], [0.9396, -0.1991, -2.2594]], "forces_ev_per_angstrom": [[-0.29, 0.44, 0.22], [-0.12, 0.01, 0.28], [-0.31, -0.20, -0.05], [-0.18, -0.06, -0.07], [0.22, -0.05, 0.08], [0.17, -0.15, -0.42], [0.21, 0.24, 0.46], [-0.46, 0.03, 0.02], [0.06, 0.13, 0.31], [-0.06, -0.23, -0.02], [-0.12, -0.43, -0.27], [-0.22, 0.04, 0.10], [-0.14, -0.12, -0.32], [1.06, 0.26, -0.23], [0.20, 0.09, -0.09]], "nbo_charge": [-0.732, -0.108, -0.256, -0.403, -0.269, -0.303, 0.474, 0.184, 0.185, 0.197, 0.205, 0.203, 0.185, 0.243, 0.194]}



# 2
{"formula": "C19H21FN2O3S2", "method": "the ωB97M-V functional and the def2-TZVPD basis", "spin_multiplicity": 1, "total_charge": 0, "smiles": "Cc1ccc(S(=O)(=O)N2CCN(C(=O)CSc3ccc(F)cc3)CC2)cc1", "symbols": ["C", "C", "C", "C", "C", "C", "C", "H", "H", "S", "O", "O", "N", "C", "H", "C", "N", "C", "O", "C", "H", "H", "S", "C", "C", "C", "C", "C", "C", "H", "H", "F", "H", "H", "C", "H", "C", "H", "H", "H", "H", "H", "H", "H", "H", "H", "H", "H"], "positions_angstrom": [[-4.8951, 2.1034, 5.2589], [-4.1133, 2.0816, 3.9826], [-4.7161, 1.6728, 2.7952], [-4.0076, 1.6735, 1.6078], [-2.6888, 2.0850, 1.6090], [-2.0689, 2.4958, 2.7724], [-2.7846, 2.4929, 3.9575], [-2.3087, 2.8154, 4.8718], [-1.0399, 2.8165, 2.7281], [-1.7923, 2.0585, 0.0661], [-0.4719, 2.5867, 0.2659], [-2.6043, 2.6155, -0.9734], [-1.7258, 0.3889, -0.2060], [-0.7809, -0.2728, 0.6659], [-0.9975, 0.0320, 1.6911], [-0.9468, -1.7887, 0.5158], [-0.7702, -2.1612, -0.8675], [0.2624, -2.8376, -1.4101], [0.3580, -3.0223, -2.6104], [1.3058, -3.4208, -0.4712], [0.8457, -4.0344, 0.3033], [1.9933, -4.0349, -1.0529], [2.2815, -2.1690, 0.4332], [3.3858, -1.4844, -0.7702], [3.3005, -1.7279, -2.1334], [4.2226, -1.1483, -2.9883], [5.2081, -0.3305, -2.4700], [5.2988, -0.0688, -1.1133], [4.3816, -0.6523, -0.2639], [4.4282, -0.4710, 0.7989], [6.0766, 0.5771, -0.7387], [6.1070, 0.2291, -3.3071], [4.1736, -1.3272, -4.0505], [2.5273, -2.3504, -2.5521], [-1.7037, -1.4796, -1.7448], [-1.5000, -1.7944, -2.7687], [-1.5208, 0.0296, -1.5963], [-2.2550, 0.5795, -2.1843], [-0.5115, 0.3125, -1.9301], [-2.7223, -1.7604, -1.4625], [-0.2369, -2.3000, 1.1614], [-1.9658, -2.0621, 0.8129], [0.2512, 0.0185, 0.4236], [-4.4568, 1.3703, 0.6760], [-5.7484, 1.3553, 2.8060], [-5.4505, 3.0385, 5.3334], [-5.6120, 1.2865, 5.2895], [-4.2373, 2.0328, 6.1212]], "forces_ev_per_angstrom": [[-0.03, 0.05, -0.01], [0.12, -0.01, -0.03], [0.11, 0.02, -0.10], [-0.17, -0.01, -0.01], [0.40, 0.01, -0.42], [0.16, 0.07, -0.08], [-0.11, -0.03, -0.06], [0.05, 0.02, 0.09], [0.13, 0.04, 0.06], [-0.08, -0.49, 0.12], [-0.02, -0.06, 0.28], [-0.22, -0.12, -0.04], [-0.35, 0.99, 0.23], [0.34, -0.31, 0.43], [0.09, -0.13, 0.08], [0.04, 0.31, 0.30], [-0.32, 0.11, -0.03], [0.21, -0.40, 0.12], [0.12, -0.04, -0.32], [0.45, 0.41, 0.08], [0.04, 0.00, 0.00], [-0.20, -0.02, 0.00], [-0.08, -0.22, 0.11], [-0.19, -0.18, 0.05], [0.08, 0.04, 0.08], [0.28, 0.20, -0.03], [-0.12, -0.09, 0.05], [0.07, 0.04, -0.24], [-0.18, -0.13, -0.09], [0.08, 0.05, 0.13], [0.09, 0.07, 0.01], [-0.05, -0.02, 0.06], [0.03, 0.01, -0.12], [-0.10, -0.08, -0.02], [0.03, 0.27, -0.26], [-0.09, 0.06, 0.15], [-0.13, -0.02, -0.58], [0.07, -0.13, -0.13], [-0.05, -0.07, -0.05], [0.00, 0.02, -0.04], [-0.12, 0.02, -0.03], [0.08, -0.03, 0.06], [-0.10, -0.10, 0.06], [-0.16, -0.08, -0.08], [-0.10, -0.04, -0.01], [-0.06, 0.04, 0.07], [-0.05, -0.05, 0.06], [0.00, -0.01, 0.09]], "nbo_charge": [-0.632, 0.018, -0.237, -0.102, -0.382, -0.166, -0.222, 0.217, 0.244, 2.318, -0.939, -0.934, -0.674, -0.251, 0.220, -0.217, -0.436, 0.675, -0.635, -0.628, 0.248, 0.258, 0.247, -0.178, -0.234, -0.263, 0.390, -0.267, -0.210, 0.222, 0.232, -0.325, 0.233, 0.249, -0.231, 0.257, -0.246, 0.242, 0.192, 0.198, 0.222, 0.202, 0.211, 0.228, 0.216, 0.228, 0.221, 0.220]}



Computed molar mass, in the same sequence as the records: 87.1; 408.5 u.
Computed E_LUMO, in the same sequence as the records: 0.96; 0.43 eV.
Computed energy above the lowest of the compared OMol25 structures with the same formula, charge and spin, in the same sequence as the records: 288.06; 0.00 kJ/mol.